This record from OMol25 describes a molecular structure, C40H45AuN2O3SeSiTe2. The level of theory is the ωB97M-V functional and the def2-TZVPD basis.

Properties
Maximum force ... 0.33 eV/A
Relative energy (zero: lowest compared OMol25 entry of this formula, charge and spin) ... 0.000 eV
DFT total energy ... -5249.20770 hartree
Charge ... -1
E_HOMO (alpha / beta) ... -0.16795 / -0.19181 Eh
Spin multiplicity ... 4
M ... 1161.02 g mol⁻¹

Each line ends with the Mulliken charge.
Element x y z (Å)
1 Au -2.44795 -0.61209 -1.47985  0.603
2 O -6.50807 0.10601 -0.79663  -0.743
3 C -5.30148 0.24768 -0.93334  0.261
4 O -4.47011 -0.71581 -1.07889  -0.695
5 C -4.77962 1.69125 -0.90323  0.283
6 C -5.72043 2.71444 -1.00264  -0.494
7 C -5.29390 4.02700 -0.94796  -0.310
8 C -3.94043 4.28409 -0.77751  -1.094
9 C -3.07897 3.20536 -0.68382  -0.111
10 N -3.48078 1.93839 -0.75392  0.200
11 H -6.75907 2.44121 -1.11389  0.522
12 H -6.00383 4.84062 -1.03250  0.400
13 H -3.55630 5.29395 -0.72052  0.424
14 H -2.01193 3.36051 -0.55685  0.485
15 C 3.72371 -4.09043 5.93259  -1.680
16 C 2.95617 -3.49494 4.78284  0.705
17 C 2.60725 -2.15242 4.76756  -0.519
18 C 1.90612 -1.58300 3.70890  0.764
19 C 1.54163 -0.12899 3.80769  -1.014
20 C 1.54801 -2.37966 2.60888  0.233
21 Te 0.47893 -1.60745 0.91729  0.325
22 N -0.47018 -0.46915 -1.40407  -0.079
23 C 0.52834 -0.23973 -2.26809  -0.122
24 O 1.37591 -1.08337 -2.55610  -0.792
25 C 0.63720 1.16601 -2.80137  0.974
26 C -0.44210 2.04141 -2.84579  0.798
27 C -0.28664 3.30486 -3.39760  -0.982
28 C 0.94788 3.70188 -3.89290  -0.601
29 C 2.03199 2.83420 -3.83117  -1.001
30 C 1.87535 1.56767 -3.29088  -0.339
31 C 1.62341 0.15836 0.61760  0.488
32 C 2.94190 0.03409 0.17604  1.099
33 C 3.61681 -1.29969 0.00538  -2.018
34 C 3.65621 1.19113 -0.13935  -1.002
35 C 3.08771 2.44918 -0.04415  0.604
36 C 3.85058 3.68547 -0.43546  -1.786
37 C 1.77629 2.54385 0.40734  -0.810
38 C 1.03017 1.42283 0.74705  1.371
39 C -0.37924 1.61989 1.23365  -0.836
40 C 1.87930 -3.74282 2.61780  0.860
41 C 1.53228 -4.70539 1.50604  -2.065
42 C 2.57409 -4.27306 3.70248  -0.740
43 H 3.77514 -3.39665 6.77173  0.359
44 H 4.74691 -4.33257 5.63664  0.314
45 H 3.25829 -5.01342 6.28228  0.376
46 H 2.87435 -1.52484 5.61212  0.278
47 H 1.70633 0.23683 4.82111  0.431
48 H 0.48956 0.01937 3.56050  -0.444
49 H 2.13052 0.47952 3.12037  0.367
50 H -1.41184 1.72590 -2.48316  0.123
51 H -1.13764 3.97315 -3.45088  0.500
52 H 1.06576 4.68594 -4.33034  0.394
53 H 2.99704 3.14417 -4.21332  0.403
54 H 2.69718 0.86515 -3.24179  0.424
55 H 2.99676 -1.96297 -0.59933  0.374
56 H 3.79103 -1.78531 0.96946  0.216
57 H 4.57656 -1.17674 -0.49677  0.486
58 H 4.67600 1.09283 -0.49744  0.280
59 H 4.84775 3.43422 -0.79688  0.364
60 H 3.95899 4.36678 0.41120  0.378
61 H 3.32958 4.22678 -1.22789  0.314
62 H 1.31165 3.52216 0.48454  0.349
63 H -0.60089 2.68436 1.32089  0.552
64 H -0.52942 1.15837 2.21108  -0.625
65 H -1.10819 1.16870 0.55836  -0.017
66 H 0.80055 -4.31356 0.80556  0.177
67 H 1.13567 -5.63163 1.92418  0.477
68 H 2.42835 -4.95879 0.93394  0.336
69 H 2.81613 -5.33220 3.69629  0.399
70 Te -2.70982 -2.09727 1.80351  0.239
71 C -2.17371 -1.27442 3.66460  0.016
72 C -2.60497 0.00749 4.01080  -0.553
73 C -2.27621 0.55253 5.24413  -0.488
74 C -1.50942 -0.17383 6.14607  -0.485
75 C -1.07344 -1.44723 5.80889  -0.416
76 C -1.40569 -1.99631 4.57787  -0.239
77 H -3.20213 0.57502 3.30756  0.442
78 H -2.61685 1.54895 5.49834  0.377
79 H -1.24853 0.25429 7.10621  0.375
80 H -0.46367 -2.01566 6.50065  0.401
81 H -1.05662 -2.98759 4.31727  0.365
82 C -0.44570 -2.51239 -5.16979  -0.779
83 Si -1.68501 -1.17769 -5.55996  0.569
84 C -2.68133 -1.72545 -7.06135  -1.154
85 C -0.81549 0.41410 -6.02752  -0.627
86 Se -3.30179 -0.90980 -3.97866  -0.478
87 H 0.17939 -2.69433 -6.05001  0.329
88 H -0.96780 -3.43941 -4.92354  0.285
89 H 0.21037 -2.26566 -4.33418  0.129
90 H -2.03223 -1.81893 -7.93731  0.336
91 H -3.46576 -1.00312 -7.29490  0.283
92 H -3.15494 -2.69125 -6.87871  0.277
93 H -0.20261 0.25376 -6.91991  0.429
94 H -0.16502 0.78380 -5.23429  -0.007
95 H -1.54934 1.19152 -6.24892  0.221